1:
Entry from the OMol25 dataset: a cluster of 6 separate species, C54H114N6O6 in total (ωB97M-V/def2-TZVPD).

Structure (XYZ):
```
180
Properties=species:S:1:pos:R:3:mulliken_charge:R:1
O -18.943 6.547 28.110 -0.4969
O -21.628 19.955 25.486 -0.4466
O -18.238 16.087 22.263 -0.4751
O -10.386 12.132 19.763 -0.4610
O -25.068 10.729 23.440 -0.4973
O -17.927 10.632 14.910 -0.4718
N -17.089 10.164 15.946 0.3083
N -10.692 13.369 18.990 0.5575
N -24.709 10.587 24.736 0.3628
N -22.314 20.015 26.742 0.3357
N -18.331 14.759 22.750 0.3380
N -18.243 6.317 26.962 0.5318
C -15.606 10.794 17.809 -0.7603
C -18.984 9.060 17.280 -1.8193
C -9.843 15.042 17.367 -1.4363
C -19.809 7.540 25.479 -2.4871
C -17.037 5.496 27.091 1.1316
C -17.575 8.943 16.579 1.5478
C -24.560 13.033 25.212 -1.9376
C -19.126 13.267 24.413 -1.1977
C -16.167 9.686 18.677 -0.4996
C -17.674 7.767 15.527 -1.9093
C -23.634 20.756 26.716 1.4194
C -19.064 14.771 24.034 1.7889
C -23.037 18.915 28.927 -1.2386
C -20.664 18.748 28.237 -1.8145
C -15.998 6.141 28.033 -1.6739
C -15.591 12.172 15.804 -1.8517
C -11.728 14.286 19.610 2.0707
C -16.284 5.289 25.576 -1.0449
C -17.910 8.757 26.558 -1.1249
C -18.421 15.522 25.135 -1.8108
C -11.227 14.750 20.973 -2.0336
C -22.573 11.863 24.628 -2.5796
C -15.811 14.561 22.824 -1.9181
C -24.421 20.726 28.036 -1.4155
C -17.657 7.140 24.742 -1.2859
C -11.806 15.711 18.930 -1.2035
C -16.253 6.604 24.826 -1.0202
C -22.388 17.424 26.937 -1.5699
C -17.517 4.059 27.474 -1.8871
C -24.483 19.303 28.761 -0.7073
C -17.151 13.599 20.895 -2.2441
C -13.075 13.667 19.618 -2.4120
C -17.302 12.505 23.161 -1.7967
C -16.574 8.546 17.705 -1.2135
C -25.779 9.899 25.588 2.3931
C -17.866 12.432 24.447 -0.0891
C -22.155 18.870 27.672 1.3149
C -9.557 13.808 18.132 1.5218
C -18.408 7.423 25.992 2.1447
C -26.029 8.620 24.865 -2.1426
C -23.475 11.221 26.798 -1.0890
C -8.204 14.043 18.975 -1.8000
C -24.486 20.061 25.733 -1.8128
C -27.052 10.596 25.737 -2.1068
C -10.495 16.225 18.276 -0.9035
C -16.527 11.313 16.761 1.4933
C -17.137 13.870 22.416 2.7542
C -17.630 12.254 17.252 -1.4137
C -20.550 15.279 23.872 -1.7338
C -23.866 11.689 25.296 2.1500
C -23.352 22.264 26.221 -1.7235
C -23.791 9.787 27.182 -0.5046
C -9.140 12.704 17.144 -1.7135
C -25.255 9.549 27.026 -1.7447
H -18.410 12.470 16.523 0.3260
H -25.427 8.499 27.266 0.5039
H -18.157 6.599 23.939 0.4424
H -12.409 15.717 18.021 0.3400
H -15.326 9.428 19.320 0.3878
H -23.118 17.959 29.444 0.4242
H -18.076 9.620 25.913 -0.0306
H -18.674 9.130 27.241 0.4854
H -15.604 7.001 27.492 0.3284
H -17.377 10.431 14.149 0.3573
H -22.878 12.073 23.603 0.5577
H -25.421 20.621 25.753 0.4898
H -25.165 8.086 24.470 0.3769
H -23.323 22.333 25.134 0.3215
H -16.962 10.159 19.254 0.2574
H -24.836 13.337 24.202 0.3849
H -25.780 9.900 27.915 0.4322
H -20.607 16.129 23.192 0.4690
H -14.986 12.902 16.342 0.3732
H -16.695 7.729 15.050 0.4761
H -18.343 3.594 26.936 0.3693
H -22.107 10.879 24.582 0.3819
H -19.656 9.636 16.644 0.4023
H -15.238 5.389 28.242 0.4634
H -17.920 6.818 16.003 0.4195
H -15.708 7.314 25.448 0.2859
H -24.108 21.500 28.737 0.4336
H -21.874 12.574 25.068 0.4365
H -21.501 17.258 26.325 0.3014
H -24.761 19.041 26.001 0.3635
H -11.965 15.204 21.636 0.4049
H -16.991 7.808 18.391 0.4010
H -16.120 12.702 15.012 0.4228
H -19.437 8.069 17.312 0.4600
H -25.465 13.130 25.813 0.3537
H -15.615 6.554 23.943 0.4747
H -23.292 9.142 26.459 0.0547
H -15.048 13.786 22.902 0.4751
H -9.696 16.403 18.995 0.3499
H -8.879 13.027 16.136 0.3999
H -18.948 16.048 21.618 0.3832
H -22.613 19.545 29.708 0.4633
H -16.879 8.853 26.899 0.3345
H -18.062 11.655 18.054 0.2584
H -10.834 11.522 19.173 0.3333
H -19.066 9.566 18.242 0.3004
H -17.859 12.844 20.555 0.3966
H -16.322 12.083 23.386 0.2970
H -17.622 14.928 25.578 0.2578
H -17.701 4.152 28.544 0.4412
H -16.694 4.473 24.980 0.3739
H -25.439 21.026 27.786 0.5041
H -23.492 9.464 28.178 0.5274
H -14.646 11.736 15.480 0.4839
H -24.754 9.885 23.106 0.3688
H -20.174 6.696 24.894 0.3875
H -17.954 11.376 24.704 -0.6032
H -7.835 13.130 19.443 0.4056
H -17.381 8.059 24.224 0.2856
H -21.196 14.539 23.399 0.2623
H -23.960 13.825 25.660 0.4125
H -10.966 13.848 21.526 0.4457
H -7.283 14.433 18.543 0.4821
H -12.198 16.521 19.545 0.4946
H -23.903 11.796 27.619 0.3760
H -16.549 6.398 28.938 0.3852
H -20.571 17.839 28.829 0.3555
H -8.192 14.819 19.740 0.3607
H -15.672 8.069 17.322 0.4596
H -24.063 20.147 24.732 0.3787
H -15.475 15.308 22.104 0.3934
H -15.227 11.725 18.229 -0.3356
H -24.173 22.875 26.596 0.4157
H -19.057 15.961 25.904 0.3551
H -20.476 19.659 28.806 0.4816
H -19.900 8.385 24.796 0.4365
H -16.718 3.318 27.438 0.4175
H -22.482 22.698 26.711 0.4315
H -17.103 12.795 25.136 0.4207
H -19.731 6.024 27.947 0.3656
H -27.791 10.128 26.388 0.4315
H -19.469 12.984 25.409 0.4340
H -18.100 16.463 24.686 0.4853
H -26.662 8.901 24.023 0.4457
H -14.828 10.177 17.359 0.4063
H -16.192 13.290 20.477 0.2309
H -26.971 11.481 26.368 0.4400
H -21.045 15.478 24.822 0.2326
H -15.223 5.234 25.819 0.4739
H -13.149 12.792 20.264 0.4341
H -10.623 17.127 17.678 0.3997
H -17.645 11.686 22.529 0.3707
H -10.507 14.899 16.514 0.4024
H -22.390 11.236 26.898 0.3950
H -26.456 7.798 25.438 0.4352
H -20.546 7.884 26.204 0.6865
H -25.043 19.365 29.694 0.4009
H -17.392 14.547 20.415 0.4873
H -15.602 14.873 23.847 0.3097
H -17.367 13.235 17.648 0.4339
H -24.882 18.638 27.996 0.3178
H -8.857 15.314 16.991 0.5649
H -13.400 13.240 18.670 0.5798
H -23.257 17.404 26.280 0.3944
H -20.882 20.469 25.806 0.3821
H -19.830 12.842 23.697 0.5550
H -9.915 11.944 17.049 0.3151
H -27.484 10.940 24.798 0.3559
H -13.774 14.399 20.023 0.3621
H -10.340 15.381 20.925 0.3300
H -18.489 7.894 14.815 0.3751
H -8.217 12.190 17.414 0.3401
H -22.581 16.563 27.577 0.4247
H -19.908 18.516 27.486 0.3707
```

Values from the calculation:
* spin multiplicity: 1
* gap between HOMO and LUMO: 0.307 Eh
* SMILES: CC1(C)CCCC(C)(C)N1O.CC1(C)CCCC(C)(C)N1O.CC1(C)CCCC(C)(C)N1O.CC1(C)CCCC(C)(C)N1O.CC1(C)CCCC(C)(C)N1O.CC1(C)CCCC(C)(C)N1O
* E_LUMO: 0.36 eV


2:
Entry from the OMol25 dataset: a cluster of 6 separate species, C54H114N6O6 in total (ωB97M-V/def2-TZVPD).

Structure (XYZ):
```
180
Properties=species:S:1:pos:R:3:mulliken_charge:R:1
O 1.062 -2.810 -0.489 1.4173
O 1.445 4.032 4.462 -0.6845
O -0.110 -5.568 -2.167 -0.6923
O -5.415 3.293 2.722 -0.5413
O -0.801 5.981 -4.249 -0.4893
O 0.686 -4.570 3.611 -0.7023
N -1.022 4.740 -4.890 0.4672
N -0.061 -4.494 -3.089 1.3426
N 0.047 -5.319 2.612 1.2518
N -4.095 3.609 2.369 0.6447
N 2.655 3.507 3.939 1.4532
N 1.344 -1.505 -0.005 -0.0679
C -0.777 -0.625 -0.823 -1.4607
C -1.614 -3.588 2.241 -2.0609
C 3.804 -1.569 -0.358 -1.9282
C -2.004 -5.350 -4.513 -1.9100
C -3.271 1.296 2.002 -1.7477
C -2.091 -5.922 1.547 -1.0273
C -4.241 5.699 3.549 -2.0459
C -2.168 3.256 0.926 -0.1292
C -1.316 -2.950 -4.448 -0.5081
C -3.414 4.414 3.373 1.8338
C 3.340 4.473 3.068 1.4905
C -1.699 -7.389 1.669 -0.9352
C -2.364 -3.997 -2.465 -1.6068
C -2.819 5.778 -6.122 -2.1426
C 1.173 -5.854 -4.830 -1.7546
C 1.089 -3.364 -4.901 -1.0065
C 2.359 -4.476 -3.115 -1.8914
C 3.352 2.684 4.928 1.4023
C -3.495 2.690 1.407 1.6646
C 2.795 -0.123 1.386 -1.5892
C -0.187 -7.460 1.486 -0.8054
C 4.550 2.038 4.219 -0.4170
C -2.093 -5.278 3.956 -1.8622
C 0.588 -6.673 2.527 1.2192
C -2.414 4.573 -5.261 1.8686
C 4.598 3.817 2.516 -0.8080
C -0.398 3.257 -2.998 -1.5338
C -1.824 2.141 -5.603 -0.5385
C 2.431 1.490 5.231 -1.7026
C -4.443 2.599 0.215 -2.0837
C 2.649 -1.461 0.651 2.2618
C 3.797 5.749 3.801 -2.0233
C -1.387 -5.068 2.600 1.9389
C 1.319 -0.347 -2.191 -0.8381
C -1.276 3.751 2.061 0.0598
C 0.743 -0.420 -0.779 2.7029
C 2.347 1.082 0.593 0.6416
C 2.037 -6.558 2.047 -1.6166
C 0.589 -7.406 3.878 -1.6446
C -0.355 2.462 -5.363 -1.1329
C 5.442 3.059 3.537 -0.7708
C -2.545 3.353 -6.174 -1.3531
C -0.109 3.683 -4.452 1.8599
C -3.400 4.495 -4.088 -1.8783
C 2.730 -2.600 1.658 -2.2759
C 1.321 4.152 -4.602 -2.0587
C 3.787 3.394 6.225 -1.7790
C -1.400 -4.228 -3.629 1.3717
C -3.287 3.672 4.713 -1.7515
C -2.039 4.814 2.852 -1.7585
C 2.401 4.873 1.937 -1.7359
C 1.106 -4.595 -3.978 1.8071
C 0.971 0.855 0.008 -0.3238
C -0.259 -3.048 -5.540 -0.7874
H -1.993 -3.133 -1.907 0.2356
H 0.343 0.821 0.921 0.1665
H 4.726 -1.845 0.172 0.5844
H -3.084 -5.174 -4.535 0.5242
H 0.541 1.773 -0.407 -0.1455
H 1.462 5.119 -4.119 0.4486
H -0.452 -3.809 -6.297 0.3469
H -1.059 -2.116 -3.782 -0.5922
H -0.926 -3.334 1.431 0.0329
H -2.312 -6.312 4.228 0.3404
H -5.106 5.529 4.191 0.3726
H 0.410 -5.896 -5.615 0.3055
H -1.942 -7.707 2.686 0.3242
H 2.076 -6.065 1.072 -0.0227
H 0.029 -7.065 0.483 -0.0532
H -4.512 6.106 2.578 0.4662
H 4.862 3.548 6.281 0.3023
H -5.421 2.199 0.491 0.4666
H 2.110 4.074 1.259 -0.0132
H 2.667 -6.037 2.764 0.4114
H -4.095 1.850 -0.505 0.2275
H -2.645 -3.411 1.932 0.5512
H -3.378 -3.829 -2.823 0.5372
H -5.962 3.908 2.220 0.3288
H -2.309 1.764 -4.702 0.2684
H 5.233 4.525 1.973 0.5466
H -1.021 -1.468 -1.472 -0.7330
H 1.025 -3.779 3.176 0.4346
H -1.400 -2.939 3.091 0.4530
H 0.826 3.718 3.795 0.2426
H 3.555 -2.459 2.358 0.3758
H -0.386 4.222 1.634 -0.1514
H -0.393 -7.387 4.347 0.2881
H -0.417 6.533 -4.938 0.3433
H 2.146 -6.043 -5.278 0.4379
H -2.703 4.228 5.447 0.4401
H -1.628 2.471 0.386 -0.7016
H 1.435 -2.464 -4.383 0.0856
H 0.043 1.575 -4.852 0.0892
H -1.181 -0.851 0.167 0.0914
H 4.257 1.309 3.459 -0.5804
H 0.158 -8.492 1.387 0.5658
H 1.299 -6.947 4.569 0.3671
H 1.793 -2.596 2.215 0.2322
H -2.915 0.605 1.228 0.3477
H 0.251 -5.187 -1.356 0.2079
H -2.104 5.722 2.245 0.4259
H 1.756 -1.301 -2.511 -0.6135
H 1.814 -3.491 -5.713 0.3985
H 4.388 5.596 4.701 0.3455
H -0.865 2.951 2.688 0.4234
H 3.241 4.336 6.293 0.3536
H -3.002 -4.679 4.025 0.4246
H 6.313 2.636 3.038 0.4889
H 2.734 1.031 6.178 0.4219
H -1.877 -6.357 -4.116 0.2974
H -3.168 -5.761 1.626 0.5988
H 1.401 1.789 5.448 0.4561
H 3.645 -2.267 -1.179 0.0628
H 2.851 -3.564 1.169 0.4335
H -1.243 0.292 -1.184 0.4343
H -2.019 6.025 -6.824 0.4706
H 2.414 0.716 4.468 0.1119
H 3.241 -4.784 -3.695 0.5223
H -4.440 4.585 -4.394 0.4567
H 3.844 0.018 1.660 0.3662
H 2.119 0.391 -2.266 0.4134
H -4.270 3.444 5.121 0.3535
H 0.098 -2.820 -0.484 -0.2204
H 0.275 2.452 -2.690 0.2782
H 0.261 2.529 -6.263 0.4130
H -4.568 3.577 -0.250 0.5232
H -1.800 -5.551 0.559 -0.0781
H -1.384 5.081 3.690 0.5298
H 0.030 4.091 -2.416 0.4066
H 4.372 3.121 1.691 0.0095
H -1.685 -5.295 -5.551 0.2937
H -2.138 3.623 -7.153 0.4200
H -0.219 -2.079 -6.045 0.5221
H -2.221 -8.007 0.941 0.4985
H -3.052 6.669 -5.533 0.4091
H 0.583 -0.240 -2.997 0.0120
H 1.562 4.300 -5.658 0.4934
H 0.943 -8.432 3.758 0.4083
H -2.266 -2.633 -4.888 0.4811
H 1.501 5.331 2.356 0.5667
H 4.385 6.406 3.153 0.4429
H -3.631 6.414 4.111 0.4227
H -4.110 0.832 2.518 0.2974
H 2.348 -5.183 -2.286 0.4655
H -2.451 1.306 2.729 0.3204
H 2.920 6.360 4.044 0.3972
H -3.724 5.612 -6.713 0.3917
H 5.767 3.816 4.261 0.3172
H 5.181 1.469 4.910 0.4821
H 2.442 -7.560 1.872 0.4874
H -1.840 1.355 -6.364 0.4259
H 2.649 -3.471 -2.815 -0.0611
H 4.113 -0.612 -0.793 0.3331
H -2.400 -4.807 -1.742 0.3827
H -1.471 -4.922 4.785 0.4071
H 0.897 -6.766 -4.283 0.2850
H -3.272 3.570 -3.520 0.2481
H -1.414 3.147 -2.637 0.1701
H 3.468 2.820 7.094 0.4420
H 2.449 1.996 1.181 -1.3224
H 2.203 -0.202 2.305 0.0715
H 2.838 5.718 1.397 0.4387
H -2.338 4.078 0.228 0.5169
H -3.162 5.286 -3.371 0.4007
H -3.593 3.091 -6.344 0.4569
H 3.013 1.343 -0.248 0.4197
H -2.740 2.747 4.514 0.3398
H 2.031 3.431 -4.198 0.3129
```

Values from the calculation:
* spin multiplicity: 1
* gap between HOMO and LUMO: 0.309 Eh
* SMILES: CC1(C)CCCC(C)(C)N1O.CC1(C)CCCC(C)(C)N1O.CC1(C)CCCC(C)(C)N1O.CC1(C)CCCC(C)(C)N1O.CC1(C)CCCC(C)(C)N1O.CC1(C)CCCC(C)(C)N1O
* E_LUMO: 0.52 eV


Most stable of them? 2.


1:
Entry from the OMol25 dataset: a cluster of 2 separate species, C4H9ClS2 in total (ωB97M-V/def2-TZVPD).

Structure (XYZ):
```
16
Properties=species:S:1:pos:R:3:nbo_charge:R:1
Cl 1.033 2.430 1.485 0.0394
S -1.764 0.811 0.938 0.0635
S -0.292 -1.393 2.128 0.0585
C -0.637 -0.477 0.661 -0.3346
C 1.909 1.118 0.940 -0.4340
C -0.639 -1.156 -0.672 -0.4970
C -0.334 -0.275 -1.835 -0.5901
H 0.764 -0.029 -2.102 0.2177
H 0.151 -2.023 -0.664 0.2285
H 2.442 0.617 1.860 0.1834
H 2.509 1.085 0.065 0.1849
H -1.655 1.332 -0.409 0.1314
H -0.238 -0.343 2.905 0.1238
H -0.635 -0.864 -2.758 0.2169
H -1.689 -1.460 -0.780 0.2165
H -0.923 0.628 -1.761 0.1913
```

Values from the calculation:
* spin multiplicity: 1
* gap between HOMO and LUMO (alpha / beta): 0.307 / 0.261 Eh
* E_LUMO (alpha / beta): 0.22 / 0.16 eV


2:
Entry from the OMol25 dataset: an isolated molecule of C4H9ClS2 (ωB97M-V/def2-TZVPD).

Structure (XYZ):
```
16
Properties=species:S:1:pos:R:3:nbo_charge:R:1
Cl -0.116 0.881 2.562 -0.1186
S -0.827 1.062 -2.016 -0.0308
S -2.534 -0.265 0.103 0.0231
C 1.483 -0.702 -0.057 -0.6343
C -0.860 0.246 -0.233 -0.2423
C 0.043 -1.063 -0.196 -0.4707
C -0.378 1.416 0.761 -0.3806
H 2.062 -1.631 0.175 0.2226
H -0.088 -1.891 0.579 0.2359
H 1.604 -0.153 0.907 0.2169
H 0.697 1.704 0.505 0.2403
H 0.005 -1.461 -1.214 0.2299
H 1.957 -0.239 -0.971 0.2106
H -1.208 2.167 0.743 0.2447
H -2.257 -1.593 0.140 0.1379
H 0.418 1.522 -1.789 0.1155
```

Values from the calculation:
* spin multiplicity: 1
* gap between HOMO and LUMO: 0.368 Eh
* SMILES: CCC(S)(S)CCl
* E_LUMO: 0.57 eV


Most stable of them? 2.


1:
Entry from the OMol25 dataset: a structure of composition C3H7BeO2 (ωB97M-V/def2-TZVPD).

Structure (XYZ):
```
13
Properties=species:S:1:pos:R:3:nbo_charge:R:1
O 2.032 0.478 -0.819 -0.7613
O -0.418 0.390 -0.312 -0.7336
C 0.321 -0.666 0.294 -0.1797
C 1.784 -0.274 0.206 0.3554
C -1.833 0.211 -0.319 -0.2603
Be 0.561 1.560 -0.463 1.5655
H 2.433 -1.166 0.267 0.2382
H 0.044 -0.739 1.360 0.2424
H -2.276 1.188 -0.536 0.2244
H -2.102 -0.517 -1.096 0.2254
H -2.167 -0.151 0.662 0.2238
H 0.138 -1.623 -0.218 0.2547
H 1.483 1.309 0.973 -0.3947
```

Values from the calculation:
* spin multiplicity: 1
* total charge: +1
* gap between HOMO and LUMO: 0.279 Eh
* E_LUMO: -6.07 eV


2:
Entry from the OMol25 dataset: a structure of composition C3H7BeO2 (ωB97M-V/def2-TZVPD).

Structure (XYZ):
```
13
Properties=species:S:1:pos:R:3:nbo_charge:R:1
O -0.466 0.382 -0.359 -0.7435
O 1.997 0.680 -0.846 -0.9265
C 1.793 -0.149 0.186 0.0203
C 0.337 -0.572 0.344 -0.1464
C -1.866 0.124 -0.338 -0.2620
Be 0.467 1.591 -0.497 1.6853
H -2.369 1.086 -0.476 0.2167
H 2.399 -1.066 0.053 0.2456
H 0.066 -0.530 1.412 0.2185
H 1.751 0.919 1.099 0.0077
H -2.147 -0.318 0.627 0.2253
H 0.161 -1.583 -0.052 0.2249
H -2.123 -0.566 -1.152 0.2341
```

Values from the calculation:
* spin multiplicity: 1
* total charge: +1
* gap between HOMO and LUMO: 0.244 Eh
* E_LUMO: -6.80 eV


Most stable of them? 2.